ORCA calculation (the ωB97M-V functional and the def2-TZVPD basis) on a cluster of 6 separate species, C20H38NO16S in total.

Results
energy above the lowest of the compared OMol25 structures with the same formula, charge and spin	58.01	kcal per mole
total energy	-66424.597	eV
HOMO level	-12.34	eV
Kohn-Sham gap	10.68	eV
E_LUMO	-1.653	eV
total charge	+1
spin multiplicity	1

Each line ends with the Löwdin charge.
Cartesian coordinates (Å):
C: 0.49 0.74 0.18  0.04
N: 0.06 2.19 0.24  -0.31
C: -1.40 2.26 0.62  -0.01
C: 0.78 2.93 1.25  -0.02
C: 0.17 2.79 -1.18  -0.05
C: 1.64 2.89 -1.67  -0.21
O: 1.78 2.17 -2.85  0.00
H: -0.35 0.20 0.46  0.06
H: 1.10 0.38 0.66  -0.06
H: 0.63 0.26 -0.99  0.20
H: -2.25 1.82 -0.19  0.18
H: -1.53 3.35 0.84  0.10
H: -1.40 1.73 1.70  0.13
H: 0.73 4.05 1.30  0.14
H: 1.69 2.64 1.08  0.04
H: 0.43 2.75 2.32  0.12
H: -0.31 3.65 -1.29  0.09
H: -0.33 2.07 -1.80  0.11
H: 2.55 2.63 -1.05  0.13
H: 1.83 3.87 -1.73  0.08
H: 2.16 2.76 -3.43  0.05
O: 1.82 1.75 4.33  -0.31
S: 0.90 0.60 4.43  0.64
O: -0.01 0.44 3.31  -0.32
O: 1.77 -0.88 4.45  -0.29
C: 2.84 -0.86 3.38  -0.20
C: 3.55 -2.28 3.37  -0.07
C: 0.11 0.52 5.97  -0.15
H: 3.66 -0.15 3.63  0.12
H: 2.30 -0.73 2.38  0.12
H: 2.94 -3.13 2.83  0.12
H: 4.13 -2.51 4.31  0.10
H: 4.28 -2.30 2.69  -0.01
H: -0.45 1.47 6.09  0.08
H: 0.91 0.79 6.72  0.10
H: -0.34 -0.56 5.94  0.13
C: 6.10 -1.93 -0.67  -0.22
C: 6.30 -1.07 -1.97  -0.02
O: 5.55 0.12 -1.59  0.09
C: 4.74 -0.16 -0.62  -0.54
O: 3.91 0.59 -0.13  0.14
O: 5.11 -1.35 -0.06  0.08
H: 6.96 -1.68 -0.13  0.11
H: 6.27 -2.97 -0.87  0.14
H: 5.59 -1.66 -2.66  0.17
H: 7.28 -0.87 -2.08  0.09
C: -3.08 0.58 -4.97  -0.01
C: -3.94 1.61 -5.77  -0.03
O: -3.78 2.81 -4.94  0.08
C: -2.78 2.65 -4.02  -0.58
O: -2.41 3.49 -3.14  0.06
O: -2.43 1.46 -3.99  0.07
H: -2.31 0.13 -5.49  0.10
H: -3.72 -0.10 -4.29  0.16
H: -4.88 1.35 -5.77  0.08
H: -3.61 1.70 -6.72  0.10
C: -5.26 -2.71 1.98  -0.04
C: -5.29 -1.39 2.69  -0.09
O: -4.38 -0.59 1.91  0.12
C: -3.83 -1.26 1.00  -0.74
O: -3.05 -0.90 0.15  0.13
O: -4.11 -2.46 1.10  0.12
H: -6.10 -2.87 1.34  0.13
H: -5.18 -3.44 2.73  0.12
H: -4.79 -1.42 3.74  0.17
H: -6.38 -1.06 2.81  0.16
C: -1.66 -2.17 -2.55  -0.09
C: -2.06 -3.43 -1.78  -0.02
O: -1.06 -3.33 -0.69  0.08
C: -0.13 -2.44 -0.97  -0.62
O: 0.89 -2.21 -0.24  0.06
O: -0.42 -1.82 -2.00  0.10
H: -2.18 -1.39 -2.41  0.04
H: -1.50 -2.44 -3.64  0.16
H: -2.05 -4.39 -2.19  0.10
H: -3.19 -3.25 -1.37  0.17

ORCA calculation (the ωB97M-V functional and the def2-TZVPD basis) on a structure of composition C20H38NOSbSe2Te2W.

Results
energy above the lowest of the compared OMol25 structures with the same formula, charge and spin	11.90	kcal per mole
total energy	-178523.308	eV
HOMO level (alpha / beta)	-13.45 / -13.57	eV
Kohn-Sham gap (alpha / beta)	6.45 / 6.66	eV
E_LUMO (alpha / beta)	-6.996 / -6.914	eV
total charge	+2
spin multiplicity	1

Each line ends with the natural charge from an NBO analysis.
Cartesian coordinates (Å):
W: -1.75 -0.53 0.34  0.31
Se: -1.53 -1.01 2.73  -0.10
Te: -3.92 -1.35 1.97  0.42
Te: -3.72 -3.79 0.85  0.25
Se: -1.91 -2.74 -0.61  -0.08
O: -1.39 0.21 -1.71  -0.73
C: -1.92 1.35 -2.46  -0.07
C: -3.37 1.11 -2.81  -0.43
C: -4.21 0.71 -1.59  -0.45
C: -3.95 1.64 -0.44  0.25
C: -4.73 2.77 -0.23  -0.23
C: -4.41 3.65 0.79  -0.10
C: -3.32 3.38 1.60  -0.22
C: -2.59 2.23 1.35  0.04
N: -2.89 1.37 0.35  -0.57
H: -1.18 -0.51 -2.33  0.52
H: -1.30 1.48 -3.34  0.22
H: -1.78 2.21 -1.81  0.21
H: -3.46 0.33 -3.57  0.24
H: -3.76 2.03 -3.25  0.25
H: -3.99 -0.32 -1.30  0.22
H: -5.27 0.73 -1.85  0.26
H: -5.57 2.95 -0.88  0.25
H: -5.02 4.53 0.96  0.26
H: -3.03 4.03 2.41  0.26
H: -1.74 1.98 1.97  0.23
C: 3.37 -2.65 1.34  -0.64
C: 1.92 -2.31 1.68  -0.32
C: 1.89 -1.82 3.13  -0.64
C: 1.04 -3.54 1.50  -0.64
Sb: 1.11 -0.74 0.35  1.56
C: 1.81 1.24 1.00  -0.36
C: 1.11 2.30 0.15  -0.62
C: 1.42 1.46 2.46  -0.63
C: 3.33 1.34 0.85  -0.64
C: 1.89 -1.07 -1.70  -0.33
C: 1.81 0.22 -2.52  -0.64
C: 3.36 -1.51 -1.68  -0.64
C: 1.07 -2.17 -2.36  -0.62
H: 3.76 -3.26 2.16  0.24
H: 4.01 -1.77 1.26  0.21
H: 3.46 -3.24 0.44  0.22
H: 2.07 -2.69 3.78  0.24
H: 0.94 -1.39 3.45  0.20
H: 2.69 -1.10 3.33  0.22
H: 1.45 -4.34 2.13  0.24
H: 1.04 -3.90 0.47  0.21
H: 0.01 -3.37 1.81  0.21
H: 0.02 2.19 0.19  0.18
H: 1.42 2.29 -0.89  0.22
H: 1.35 3.29 0.56  0.24
H: 0.35 1.37 2.62  0.19
H: 1.71 2.48 2.75  0.24
H: 1.92 0.78 3.15  0.23
H: 3.66 1.20 -0.18  0.21
H: 3.85 0.61 1.48  0.22
H: 3.65 2.33 1.17  0.24
H: 2.54 0.95 -2.19  0.22
H: 0.83 0.69 -2.50  0.19
H: 2.05 -0.02 -3.56  0.24
H: 3.99 -0.89 -1.05  0.22
H: 3.74 -1.44 -2.70  0.24
H: 3.47 -2.55 -1.37  0.22
H: 0.04 -1.89 -2.57  0.16
H: 1.05 -3.09 -1.77  0.23
H: 1.53 -2.42 -3.33  0.25

ORCA calculation (the ωB97M-V functional and the def2-TZVPD basis) on a structure of composition C20H39AlBeBr2Cl6Cs2F7IN6O8PS2.

Results
energy above the lowest of the compared OMol25 structures with the same formula, charge and spin	0.00	kcal per mole
total energy	-328075.083	eV
HOMO level	-9.72	eV
Kohn-Sham gap	1.51	eV
E_LUMO	-8.206	eV
total charge	+1
spin multiplicity	1

Each line ends with the Löwdin charge.
Cartesian coordinates (Å):
N: -0.96 1.55 -5.80  -0.03
N: -1.50 0.62 -4.89  -0.17
C: -2.16 1.31 -3.75  -0.69
Br: -3.66 2.42 -4.43  0.65
C: -2.60 0.17 -2.76  -0.24
O: -1.40 -0.50 -2.30  -0.21
C: -1.08 -0.25 -0.93  -0.61
I: -1.07 1.85 -0.35  0.76
C: 0.43 -0.78 -0.73  -0.21
C: 1.22 -0.84 -2.12  -0.18
C: 2.82 -0.81 -1.90  -0.19
S: 3.55 0.60 -2.89  0.71
O: 5.01 0.26 -3.07  -0.36
O: 2.96 0.68 -4.28  -0.33
O: 3.35 2.09 -2.09  -0.35
H: -0.19 1.13 -6.32  0.08
H: -0.65 2.40 -5.35  0.07
H: -2.16 -0.02 -5.33  0.12
H: -1.38 2.02 -3.34  0.06
H: -3.17 -0.59 -3.38  0.15
H: -3.31 0.50 -1.93  0.04
H: -1.78 -0.90 -0.31  0.13
H: 0.98 0.01 -0.12  -0.03
H: 0.47 -1.73 -0.14  0.12
H: 0.99 0.06 -2.78  0.11
H: 0.95 -1.81 -2.64  0.12
H: 3.06 -0.72 -0.81  0.07
H: 3.22 -1.73 -2.40  0.13
H: 3.17 2.78 -2.78  0.10
Cs: -3.86 1.77 0.56  0.82
F: -3.54 8.79 0.82  -0.24
Al: -2.81 7.46 1.71  0.03
F: -4.04 6.63 2.66  -0.26
F: -1.56 8.08 2.79  -0.24
F: -2.08 6.31 0.57  -0.27
Be: 2.75 1.75 -0.01  0.62
C: 0.02 -4.85 -2.26  -0.64
F: -0.71 -3.71 -2.37  0.08
F: -0.49 -5.70 -3.17  0.12
F: 1.26 -4.55 -2.69  0.09
S: 0.00 -5.54 -0.54  0.45
O: -1.40 -5.80 -0.25  -0.36
O: 0.59 -4.49 0.29  -0.37
O: 0.82 -6.75 -0.61  -0.33
C: 8.28 0.41 -4.27  -1.46
Cl: 9.36 1.60 -3.55  0.57
Cl: 8.59 0.25 -6.02  0.54
Cl: 8.46 -1.16 -3.47  0.63
H: 7.25 0.74 -4.13  0.00
O: -2.37 -0.89 4.82  -0.31
P: -2.30 -1.61 6.17  0.75
N: -0.98 -2.60 5.77  -0.34
C: -0.94 -4.03 5.68  -0.14
C: 0.25 -1.98 5.30  -0.11
N: -3.80 -2.44 5.96  -0.35
C: -3.95 -3.48 4.96  -0.32
C: -4.95 -1.52 5.85  -0.12
N: -2.21 -2.30 7.81  -0.28
C: -1.19 -1.69 8.67  -0.11
C: -3.37 -2.68 8.62  -0.11
H: -1.58 -4.52 6.42  0.04
H: 0.07 -4.41 5.89  0.10
H: -1.22 -4.37 4.68  0.09
H: 1.07 -2.19 5.99  0.09
H: 0.15 -0.89 5.25  0.08
H: 0.52 -2.33 4.30  0.09
H: -3.58 -3.17 3.97  0.11
H: -5.00 -3.78 4.84  0.06
H: -3.44 -4.39 5.26  -0.29
H: -5.01 -1.06 4.86  0.08
H: -4.86 -0.72 6.59  0.09
H: -5.88 -2.05 6.07  0.09
H: -0.65 -2.46 9.22  0.09
H: -1.63 -0.99 9.39  0.09
H: -0.46 -1.13 8.09  0.08
H: -3.92 -3.51 8.16  0.07
H: -4.05 -1.84 8.78  0.09
H: -3.05 -3.05 9.60  0.09
Br: 10.07 2.10 -6.90  0.33
Cs: -3.90 -6.19 5.54  1.33
C: -7.25 1.93 -5.82  -1.53
Cl: -6.28 3.42 -5.92  0.49
Cl: -6.93 1.06 -4.32  0.48
Cl: -8.97 2.31 -5.97  0.54
H: -6.97 1.29 -6.65  0.02
N: 4.52 5.07 -4.34  0.06
C: 5.33 6.14 -4.24  -0.13
C: 6.66 6.14 -4.65  -0.06
C: 7.18 4.97 -5.19  -0.08
C: 6.36 3.85 -5.29  -0.08
C: 5.05 3.96 -4.86  -0.16
H: 4.88 7.03 -3.81  0.11
H: 7.27 7.03 -4.55  0.11
H: 8.21 4.92 -5.52  0.10
H: 6.73 2.92 -5.71  0.08
H: 4.37 3.11 -4.93  0.09

ORCA calculation (the ωB97M-V functional and the def2-TZVPD basis) on a structure of composition C20H39AlF4MgN2O20S2.

Results
energy above the lowest of the compared OMol25 structures with the same formula, charge and spin	253.48	kcal per mole
total energy	-109860.039	eV
HOMO level	-7.39	eV
Kohn-Sham gap	2.54	eV
E_LUMO	-4.849	eV
spin multiplicity	1

Each line ends with the Löwdin charge.
Cartesian coordinates (Å):
C: 3.41 -2.35 1.13  -0.06
C: 2.51 -0.95 1.07  -0.36
O: 1.56 -0.82 2.00  -0.06
N: 2.87 0.03 -0.01  0.01
C: 1.88 1.16 -0.15  -0.21
C: 0.72 0.92 -1.30  -0.13
C: -0.34 -0.29 -0.95  -0.21
C: -1.61 0.17 -0.04  -0.07
C: -2.90 -0.85 -0.05  -0.36
C: -4.19 0.21 -0.05  -0.19
N: -4.22 1.11 1.18  -0.03
C: -3.22 -1.76 -1.37  -0.08
O: -2.71 -3.15 -1.12  -0.23
S: -2.24 -3.24 0.54  0.89
O: -0.73 -3.45 0.85  -0.46
O: -3.06 -4.44 1.12  -0.29
O: -2.94 -1.78 1.10  -0.17
H: 2.72 -3.27 0.90  -0.15
H: 3.93 -2.39 2.18  0.12
H: 4.28 -2.26 0.32  0.12
H: 3.04 -0.46 -0.93  0.13
H: 2.51 2.10 -0.53  0.14
H: 1.40 1.52 0.88  0.14
H: 1.30 0.58 -2.28  0.13
H: 0.17 1.92 -1.60  0.15
H: 0.17 -1.23 -0.43  -0.04
H: -0.72 -0.70 -2.01  0.12
H: -1.22 0.19 1.09  0.15
H: -1.96 1.27 -0.34  0.15
H: -5.23 -0.37 -0.05  0.14
H: -4.12 0.94 -0.99  0.12
H: -5.21 1.25 1.52  0.09
H: -3.77 0.56 1.97  0.05
H: -2.73 -1.48 -2.41  0.12
H: -4.34 -1.93 -1.68  0.18
Mg: 0.57 -2.68 -0.83  0.71
C: -2.35 -0.60 -4.77  -0.79
O: -3.08 -1.41 -5.39  0.06
O: -1.22 -0.38 -5.44  0.13
O: -2.50 0.00 -3.68  -0.02
H: -1.50 -0.99 -6.16  0.15
F: 0.57 -0.79 -4.93  -0.23
Al: 2.07 -5.33 0.34  0.87
C: -7.74 2.56 -3.19  -0.02
C: -6.54 2.74 -2.29  -0.47
O: -5.76 1.82 -2.07  0.03
C: -6.34 4.10 -1.68  -0.02
H: -7.76 1.53 -3.56  0.09
H: -8.66 2.74 -2.63  0.09
H: -7.67 3.23 -4.05  0.09
H: -7.20 4.36 -1.05  0.09
H: -6.21 4.85 -2.47  0.09
H: -5.44 4.08 -1.06  0.08
O: 1.11 -5.04 -4.34  -0.18
H: 0.37 -4.76 -3.83  -0.13
C: 6.17 1.75 3.71  -0.06
C: 6.06 2.04 2.23  -0.21
O: 7.37 2.05 1.63  0.01
C: 7.88 0.83 1.29  -0.32
O: 7.30 -0.23 1.47  0.13
C: 9.25 0.99 0.61  -0.47
F: 10.05 1.89 1.26  0.14
F: 9.14 1.44 -0.67  0.15
F: 9.95 -0.17 0.55  0.14
H: 6.85 2.45 4.20  0.09
H: 5.18 1.82 4.19  0.08
H: 6.57 0.74 3.89  0.08
H: 5.64 3.04 2.08  0.13
H: 5.40 1.33 1.72  0.11
O: 3.71 -6.93 -8.08  -0.14
S: 2.84 -6.39 -7.01  0.28
O: 3.67 -5.68 -6.02  -0.23
O: 2.14 -7.51 -6.34  -0.24
O: 1.86 -5.47 -7.58  -0.11
O: 5.51 -5.92 1.76  -0.10
H: 5.62 -6.88 1.64  0.04
H: 6.40 -5.57 1.60  0.05
C: -2.64 1.52 4.47  -0.05
O: -3.49 2.59 4.87  -0.01
C: -2.85 3.63 5.45  -0.56
O: -1.64 3.71 5.64  0.11
O: -3.77 4.57 5.78  -0.01
C: -3.23 5.73 6.40  -0.05
H: -3.26 0.74 4.02  0.08
H: -1.92 1.86 3.72  0.10
H: -2.13 1.09 5.34  0.10
H: -2.53 6.24 5.73  0.10
H: -2.74 5.47 7.35  0.10
H: -4.06 6.42 6.62  0.09

ORCA calculation (the ωB97M-V functional and the def2-TZVPD basis) on a structure of composition C20H39BEuN10PS2.

Results
total energy	-87237.808	eV
HOMO level (alpha / beta)	-9.23 / -10.26	eV
Kohn-Sham gap (alpha / beta)	7.34 / 8.36	eV
expectation value of S²	15.76
E_LUMO (alpha / beta)	-1.895 / -1.901	eV
total charge	+1
spin multiplicity	8

Each line ends with the Löwdin charge.
Cartesian coordinates (Å):
Eu: -0.41 0.04 0.95  1.00
C: -3.37 0.29 2.53  -0.22
C: -3.55 -1.14 2.00  -0.18
N: -2.41 -1.59 1.16  -0.16
C: -1.85 -2.89 1.57  -0.21
C: -1.11 -2.81 2.91  -0.19
N: -0.18 -1.66 2.97  -0.14
C: -0.32 -0.86 4.21  -0.21
C: -1.68 -0.16 4.27  -0.19
N: -1.99 0.53 3.00  -0.14
H: -3.57 1.00 1.73  0.06
H: -4.11 0.45 3.32  0.12
H: -3.66 -1.83 2.83  0.11
H: -4.48 -1.17 1.43  0.13
H: -2.75 -1.70 0.21  0.10
H: -2.63 -3.65 1.65  0.13
H: -1.15 -3.21 0.80  0.07
H: -1.83 -2.73 3.73  0.10
H: -0.59 -3.76 3.06  0.13
H: 0.76 -2.02 2.97  0.11
H: -0.21 -1.48 5.11  0.12
H: 0.47 -0.11 4.21  0.09
H: -2.47 -0.89 4.47  0.10
H: -1.68 0.53 5.11  0.13
H: -1.89 1.52 3.14  0.11
C: 2.17 4.63 2.84  -0.04
N: 1.82 4.31 1.47  -0.13
C: 1.81 5.21 0.42  -0.03
C: 1.47 4.50 -0.68  -0.04
N: 1.26 3.19 -0.31  0.01
B: 0.98 2.07 -1.37  -0.50
N: -0.26 2.47 -2.21  0.00
C: -0.20 3.10 -3.44  -0.06
C: -1.46 3.27 -3.89  -0.03
N: -2.30 2.73 -2.94  -0.12
C: -3.75 2.68 -2.99  -0.04
C: -1.55 2.24 -1.92  -0.71
S: -2.25 1.47 -0.56  0.58
C: 1.49 3.08 1.01  -0.71
S: 1.42 1.71 2.04  0.53
H: 2.17 5.71 2.96  0.09
H: 3.15 4.24 3.09  0.10
H: 1.44 4.18 3.52  0.07
H: 2.04 6.25 0.55  0.13
H: 1.34 4.83 -1.69  0.12
H: 0.73 1.03 -0.79  -0.02
H: 1.92 1.96 -2.10  0.09
H: 0.73 3.37 -3.90  0.12
H: -1.83 3.71 -4.80  0.13
H: -4.08 3.17 -3.90  0.09
H: -4.17 3.19 -2.13  0.09
H: -4.09 1.65 -2.98  0.09
C: 3.52 -3.60 -1.73  -0.18
N: 3.48 -2.17 -2.01  -0.15
C: 2.84 -1.95 -3.30  -0.17
N: 1.50 -2.54 -3.36  -0.15
C: 1.59 -3.96 -3.05  -0.18
N: 2.20 -4.21 -1.75  -0.16
C: 1.37 -3.78 -0.65  -0.34
P: 1.04 -1.91 -0.68  0.95
C: 2.85 -1.42 -0.94  -0.32
C: 0.56 -1.85 -2.50  -0.32
H: 3.99 -3.76 -0.75  0.13
H: 4.14 -4.08 -2.49  0.13
H: 3.45 -2.43 -4.07  0.13
H: 2.78 -0.88 -3.50  0.13
H: 2.20 -4.44 -3.81  0.13
H: 0.59 -4.40 -3.08  0.13
H: 1.85 -4.03 0.30  0.09
H: 0.41 -4.30 -0.70  0.08
H: 3.39 -1.58 -0.01  0.09
H: 2.87 -0.35 -1.16  0.07
H: 0.49 -0.80 -2.80  0.08
H: -0.43 -2.30 -2.61  0.09

ORCA calculation (the ωB97M-V functional and the def2-TZVPD basis) on a structure of composition C20H39BN5Pb.

Results
energy above the lowest of the compared OMol25 structures with the same formula, charge and spin	218.91	kcal per mole
total energy	-34729.781	eV
HOMO level	-11.88	eV
Kohn-Sham gap	4.77	eV
E_LUMO	-7.116	eV
total charge	+1
spin multiplicity	1

Each line ends with the natural charge from an NBO analysis.
Cartesian coordinates (Å):
Pb: 1.03 1.34 2.93  1.58
B: 2.83 -0.62 5.87  -0.73
H: 3.20 -0.65 4.86  -0.01
H: 1.76 -0.49 5.90  0.04
H: 2.97 -1.54 6.41  0.10
H: 3.17 0.30 6.33  0.03
C: -6.78 -4.41 2.22  -0.63
C: -6.48 -4.11 3.74  -0.38
C: -5.00 -4.23 4.18  -0.51
C: -4.15 -3.08 3.82  0.31
N: -3.44 -2.22 3.48  -0.38
H: -6.47 -3.72 1.43  0.22
H: -7.76 -4.71 1.85  0.23
H: -6.21 -5.31 1.99  0.20
H: -6.89 -4.93 4.34  0.21
H: -6.93 -3.23 4.19  0.22
H: -4.45 -5.03 3.69  0.25
H: -4.95 -4.52 5.23  0.26
C: -2.23 6.98 -2.20  -0.64
C: -1.06 7.72 -2.79  -0.38
C: 0.13 7.98 -1.82  -0.52
C: 0.37 6.85 -0.92  0.32
N: 0.61 6.01 -0.18  -0.38
H: -2.28 6.93 -1.11  0.22
H: -2.40 5.97 -2.58  0.22
H: -3.12 7.57 -2.44  0.22
H: -1.34 8.71 -3.14  0.21
H: -0.68 7.22 -3.69  0.21
H: -0.14 8.79 -1.15  0.25
H: 0.96 8.40 -2.38  0.26
C: 10.20 2.77 2.10  -0.61
C: 9.78 3.03 0.67  -0.39
C: 8.61 2.13 0.33  -0.50
C: 7.46 2.16 1.33  0.31
N: 6.58 2.23 2.02  -0.37
H: 10.39 1.71 2.20  0.20
H: 9.46 3.07 2.84  0.22
H: 11.10 3.37 2.26  0.22
H: 10.56 2.88 -0.08  0.22
H: 9.54 4.09 0.58  0.21
H: 8.92 1.11 0.57  0.24
H: 8.40 2.15 -0.74  0.25
C: -5.10 0.27 -4.31  -0.62
C: -4.21 -0.89 -3.86  -0.40
C: -2.82 -0.71 -3.46  -0.50
C: -2.57 0.19 -2.31  0.32
N: -2.35 0.82 -1.40  -0.37
H: -4.71 0.59 -5.27  0.20
H: -5.03 1.17 -3.70  0.21
H: -6.15 0.09 -4.53  0.23
H: -4.11 -1.55 -4.73  0.21
H: -4.73 -1.55 -3.17  0.21
H: -2.25 -0.32 -4.30  0.24
H: -2.34 -1.64 -3.14  0.25
C: -1.23 -5.85 -1.09  -0.61
C: -0.07 -5.97 -2.19  -0.38
C: 1.23 -5.25 -1.82  -0.53
C: 1.19 -3.99 -1.03  0.32
N: 1.13 -3.02 -0.34  -0.38
H: -1.07 -6.55 -0.27  0.21
H: -2.22 -5.98 -1.53  0.22
H: -1.14 -4.86 -0.65  0.21
H: -0.50 -5.46 -3.05  0.20
H: 0.08 -7.03 -2.41  0.23
H: 2.06 -5.29 -2.52  0.27
H: 1.66 -5.91 -1.07  0.25